(1)
C35H39Cl51FN3O2S2 | ωB97M-V with the def2-TZVPD basis set

The geometry in XYZ format:
```
133
Properties=species:S:1:pos:R:3:lowdin_charge:R:1
C 4.40295 0.63311 0.29025 -0.132
O 3.26384 0.16536 1.00413 -0.187
C 3.31951 -1.21448 1.33541 -0.236
C 2.60060 -2.06402 0.24907 -0.154
C 3.43771 -2.18614 -1.05354 -0.176
C 2.72931 -1.47698 -2.24708 -0.172
C 1.58711 -2.36679 -2.81669 -0.132
C 0.21489 -2.12733 -2.23086 -0.097
C -0.37368 -2.97361 -1.30584 -0.146
N 0.28596 -4.14479 -0.77427 0.106
C 0.47569 -5.04636 -1.58120 -0.716
S 1.19846 -6.07631 -2.55361 0.756
C -1.71783 -2.73059 -0.78458 -0.094
C -2.26474 -3.75618 0.21308 -0.082
C -3.13060 -4.74399 -0.60269 -0.232
O -2.66850 -5.54411 -1.36575 0.064
C -2.49622 -1.65312 -1.16513 -0.084
C -3.90272 -1.46338 -0.61461 -0.075
C -4.84910 -0.69788 -1.54518 -0.398
C -6.23638 -0.62755 -0.87387 -0.070
F -5.01633 -1.41604 -2.72503 -0.017
C -1.90712 -0.73183 -2.09896 -0.273
N -2.45425 0.38694 -2.59354 -0.218
S -1.32815 1.02783 -3.58520 0.931
N -0.12298 -0.06951 -3.48240 -0.180
C -0.57601 -0.98708 -2.61235 -0.287
H 5.22157 -0.09996 0.27456 0.023
H 4.73195 1.58028 0.73746 0.066
H 4.10341 0.77856 -0.75976 0.079
H 4.33478 -1.58183 1.53767 0.111
H 2.74752 -1.33177 2.26477 0.082
H 1.62189 -1.60336 0.07562 0.110
H 2.41809 -3.09191 0.59979 0.053
H 4.43162 -1.73559 -0.95038 0.074
H 3.57891 -3.22912 -1.36201 0.105
H 3.48316 -1.39891 -3.04526 0.111
H 2.42493 -0.45517 -1.99669 0.102
H 1.91961 -3.40189 -2.73723 0.061
H 1.50545 -2.15395 -3.89219 0.119
H -2.93487 -3.25181 0.91467 0.107
H -1.46386 -4.28926 0.72528 0.113
H -4.23514 -4.73151 -0.46873 0.124
H -3.90294 -0.96965 0.36712 0.140
H -4.35535 -2.44926 -0.46297 0.100
H -4.52546 0.33015 -1.72452 0.101
H -6.55708 -1.66487 -0.69601 0.090
H -6.94841 -0.08259 -1.50000 -0.038
H -6.11728 -0.17886 0.11502 0.058
C 3.00547 4.08265 -0.18147 -1.558
Cl 4.43231 4.71212 -1.01073 0.529
Cl 2.09452 5.39782 0.56906 0.527
Cl 1.99063 3.16657 -1.29139 0.524
H 3.33668 3.40907 0.59945 -0.038
C 8.71080 -0.70024 -0.75138 -1.514
Cl 9.23650 0.21457 -2.16501 0.540
Cl 7.84584 0.33855 0.38061 0.572
Cl 7.69189 -2.06628 -1.23009 0.552
H 9.58910 -1.09017 -0.25330 0.017
C -6.08847 0.90095 -4.56976 -1.494
Cl -6.63392 1.12982 -6.23388 0.538
Cl -4.83827 2.07859 -4.15379 0.528
Cl -7.44809 1.01853 -3.44828 0.558
H -5.66265 -0.09135 -4.48160 0.004
C 9.35486 -2.67668 -4.55197 -1.575
Cl 8.64844 -1.50784 -5.67001 0.519
Cl 9.28081 -4.30778 -5.22440 0.526
Cl 11.01891 -2.23723 -4.15885 0.507
H 8.77714 -2.66071 -3.63756 -0.061
C 3.58828 -2.45055 5.55948 -1.504
Cl 4.99932 -1.82515 4.68512 0.505
Cl 2.73033 -1.16402 6.41096 0.507
Cl 2.50344 -3.26362 4.43963 0.536
H 3.93603 -3.16710 6.29204 0.016
C -0.61917 4.71570 -4.99068 -1.508
Cl 0.18243 6.26107 -4.70403 0.543
Cl 0.24952 3.39457 -4.20651 0.476
Cl -2.28860 4.75533 -4.41627 0.495
H -0.62812 4.53027 -6.05712 0.019
C 4.32932 -6.57370 2.38460 -1.563
Cl 3.06199 -5.62431 1.60350 0.534
Cl 5.86625 -5.70392 2.35807 0.534
Cl 3.86880 -6.97508 4.04192 0.526
H 4.45004 -7.49445 1.83455 -0.049
C 4.13341 2.78887 5.17461 -1.544
Cl 4.17944 3.33020 3.49621 0.546
Cl 4.39688 1.04663 5.25358 0.487
Cl 5.32746 3.66283 6.14151 0.526
H 3.15438 3.00216 5.57245 -0.055
C -6.78511 2.97922 2.01902 -1.528
Cl -5.19290 2.63386 1.33537 0.531
Cl -8.06602 2.25123 1.04064 0.491
Cl -6.88184 2.41637 3.68871 0.529
H -6.92619 4.05221 2.01468 0.013
C -5.15941 6.66504 -7.17179 -1.543
Cl -4.41279 8.07968 -6.42347 0.525
Cl -4.86453 5.22121 -6.20218 0.487
Cl -6.89092 6.92300 -7.40439 0.519
H -4.70635 6.51815 -8.14348 0.012
C 1.16065 -8.89741 2.42993 -1.542
Cl 2.63140 -9.23786 1.50973 0.558
Cl -0.26859 -9.37827 1.51591 0.528
Cl 1.20444 -9.71205 3.99501 0.529
H 1.11124 -7.82885 2.60275 -0.010
C 2.90074 6.67070 6.57750 -1.534
Cl 2.50813 7.40405 5.02425 0.511
Cl 2.36699 7.69440 7.90946 0.510
Cl 2.18295 5.05986 6.70327 0.558
H 3.97748 6.56539 6.64066 0.004
C -10.77923 -0.32639 -1.77486 -1.512
Cl -10.55578 0.03247 -3.48998 0.508
Cl -10.50197 -2.03710 -1.44666 0.542
Cl -9.72695 0.69847 -0.78621 0.486
H -11.80234 -0.09119 -1.51187 0.013
C 4.65793 10.64504 3.48735 -1.544
Cl 6.08996 10.19243 2.56007 0.525
Cl 3.18651 10.18252 2.62603 0.516
Cl 4.69628 9.91500 5.09304 0.504
H 4.65687 11.72074 3.60466 0.011
C -11.02094 3.27247 -5.88542 -1.558
Cl -9.58629 4.28447 -6.06262 0.515
Cl -12.46706 4.13748 -6.41376 0.524
Cl -10.83284 1.76311 -6.78101 0.508
H -11.13577 3.02944 -4.83653 -0.002
C -3.04091 -11.77794 0.85672 -1.567
Cl -2.51048 -10.88375 -0.56968 0.509
Cl -3.90038 -10.71567 1.97485 0.514
Cl -4.05327 -13.14850 0.39544 0.525
H -2.16270 -12.16020 1.36152 0.006
C 4.63560 7.91235 11.31601 -1.542
Cl 6.10512 8.84490 11.02282 0.525
Cl 3.20208 8.90529 11.03137 0.508
Cl 4.60784 6.46179 10.30909 0.510
H 4.63151 7.60330 12.35299 0.011
```

Results
Kohn-Sham gap (eV): 8.0456
Energy relative to the best compared isomer or geometry (same formula, charge and spin) (eV): 0.000



(2)
C35H39ClN6O7Tl | ωB97M-V with the def2-TZVPD basis set

The geometry in XYZ format:
```
89
Properties=species:S:1:pos:R:3:lowdin_charge:R:1
Tl -0.27638 1.88152 2.18972 0.972
O -3.54437 6.16105 3.59614 0.131
C -2.92180 5.01902 3.31292 -0.469
O -1.72949 4.91543 3.19686 0.083
C -3.88744 3.87756 3.15470 -0.160
C -5.26032 4.09546 3.20370 0.033
C -6.09674 3.00519 3.07127 -0.013
C -5.53907 1.75209 2.88564 0.017
C -4.15331 1.62814 2.83738 -0.164
N -3.34801 2.67594 2.97937 0.184
C -3.47111 0.28148 2.68077 -0.451
O -4.25435 -0.75415 2.38633 0.156
O -2.29247 0.09076 2.83636 0.011
H -2.90248 6.87855 3.68871 0.145
H -5.65380 5.09027 3.34778 0.127
H -7.17045 3.12396 3.11822 0.124
H -6.19927 0.89896 2.80009 0.117
H -5.17818 -0.52021 2.25756 0.098
C 0.06626 0.89710 6.19515 0.023
C 0.82815 -0.21063 5.56914 -0.270
O 0.60837 -0.45598 4.26147 0.059
C 1.71681 -1.10766 6.06354 0.070
C 2.04963 -1.96239 4.99473 -0.199
C 2.94073 -3.14134 4.92298 0.010
N 1.37883 -1.56243 3.92545 -0.048
N 1.37555 -2.16978 2.75978 0.153
C 0.91163 -1.66841 1.60483 -0.432
O 0.42211 -0.54562 1.36150 -0.170
C 1.07531 -2.64504 0.48181 -0.146
C 1.89297 -3.76853 0.58619 -0.022
C 1.99445 -4.65580 -0.47227 -0.063
C 1.28317 -4.43533 -1.64353 -0.054
C 0.48444 -3.30705 -1.76111 -0.084
C 0.38910 -2.41537 -0.70582 -0.039
H -0.19284 1.65099 5.45191 0.068
H 0.65562 1.35236 6.98724 0.100
H -0.86266 0.51802 6.62482 0.103
H 2.09982 -1.16392 7.06715 0.134
H 3.39557 -3.33279 5.89109 0.090
H 3.71972 -2.98083 4.17698 0.096
H 2.36929 -4.01593 4.60829 0.098
H 2.44820 -3.93409 1.49759 0.103
H 2.62792 -5.52822 -0.37726 0.107
H 1.35387 -5.13836 -2.46299 0.111
H -0.06623 -3.13085 -2.67692 0.047
H -0.22472 -1.52776 -0.78137 0.074
C -0.09154 -2.27556 -4.52769 -0.053
C -0.10895 -0.83196 -5.04077 -0.507
C 1.13927 -0.59592 -5.90503 -0.034
C -1.32986 -0.64092 -5.95452 -0.045
C -0.14035 0.20205 -3.85920 -0.431
O 0.03320 1.51636 -4.36509 0.001
C 0.93778 -0.14703 -2.80376 -0.079
C 1.32603 0.98067 -1.81519 -0.115
C 2.79249 0.90247 -1.47793 -0.219
C 3.73631 1.66429 -2.15689 -0.030
C 5.09040 1.53297 -1.88714 -0.099
C 5.50585 0.62461 -0.92747 -0.676
Cl 7.19646 0.44796 -0.58723 0.668
C 4.58310 -0.14202 -0.23325 -0.091
C 3.23348 0.00405 -0.50995 -0.014
C -1.54863 0.20789 -3.22855 -0.033
N -1.66872 1.07107 -2.06983 -0.087
C -1.62588 0.73214 -0.77912 -0.168
N -1.73840 1.81300 -0.02891 -0.017
C -1.87207 2.81346 -0.94300 -0.193
N -1.83546 2.40023 -2.18596 0.147
H -0.18381 -2.95596 -5.37551 0.105
H -0.92716 -2.47740 -3.85333 0.075
H 0.83900 -2.51461 -4.01063 0.079
H 1.21628 -1.38893 -6.64890 0.094
H 2.06272 -0.60184 -5.32332 0.084
H 1.06847 0.34956 -6.44479 0.091
H -1.17270 -1.17701 -6.89109 0.091
H -1.47291 0.41484 -6.18846 0.094
H -2.24315 -1.03361 -5.50391 0.085
H 0.92554 1.59210 -4.72124 0.101
H 1.84658 -0.43894 -3.33113 0.122
H 0.61276 -1.02400 -2.24003 0.066
H 0.76605 0.87933 -0.88520 0.077
H 1.08966 1.95073 -2.25216 0.116
H 3.41432 2.37847 -2.90697 0.117
H 5.82043 2.13069 -2.41568 0.107
H 4.92202 -0.84617 0.51472 0.105
H 2.50730 -0.59080 0.03542 0.090
H -1.81808 -0.79881 -2.91640 0.138
H -2.25466 0.57586 -3.96814 0.132
H -1.49953 -0.26999 -0.39979 0.123
H -1.99566 3.85132 -0.68086 0.116
```

Results
Kohn-Sham gap (eV): 7.5838
Energy relative to the best compared isomer or geometry (same formula, charge and spin) (eV): 1.400
Charge: +1



Asked for E_tot across the records above, the calculation gives -26037.6863 -2844.8110 hartree in order.